*P*
{
  "formula": "C14H16O",
  "method": "ωB97M-V/def2-TZVPD",
  "elements": ["C", "C", "C", "H", "H", "C", "C", "H", "C", "C", "C", "H", "C", "H", "H", "H", "C", "C", "C", "H", "H", "C", "H", "H", "H", "O", "H", "H", "H", "C", "H"],
  "coordinates": [[1.36086, -0.87343, 0.96492], [-0.90932, 2.09863, -1.29083], [-1.27899, 2.12812, 1.42335], [2.29098, -4.13684, 1.15457], [1.16433, 2.65387, -0.84649], [0.59845, -1.01951, -0.16712], [-0.02281, 2.52498, 0.89654], [1.89585, -5.34393, -1.00060], [0.54351, -2.15251, -0.95183], [1.21407, -3.29515, -0.52665], [1.37349, -4.48140, -1.40130], [1.78582, 2.81348, 1.55764], [-2.24335, 1.61460, 0.59489], [-3.27410, 0.84390, -2.42814], [-4.29537, 1.69237, -1.29384], [0.15059, -0.10070, -0.54805], [-2.14355, 1.75942, -0.79995], [-3.29621, 1.69438, -1.71935], [0.15734, 2.52307, -0.46786], [-0.13603, -2.14965, -1.79562], [1.32884, 0.01348, 1.57630], [2.02861, -2.03570, 1.39739], [0.42642, -4.87003, -1.80522], [2.47326, -2.04937, 2.38191], [-3.32970, 2.46760, -2.49849], [0.87300, 3.00006, 1.80664], [1.84707, -4.13528, -2.32688], [-0.71144, 2.11963, -2.35861], [-1.58053, 2.15636, 2.46029], [1.87044, -3.23420, 0.72957], [-3.05771, 1.00215, 0.97038]],
  "smiles": "Cc1ccc(O)cc1.Cc1ccccc1",
  "total_charge": 0,
  "homo_lumo_gap_ev": 9.217
}

---

*Q*
{
  "formula": "C14H16O",
  "method": "ωB97M-V/def2-TZVPD",
  "elements": ["C", "H", "C", "H", "H", "C", "C", "H", "H", "H", "H", "H", "C", "C", "O", "C", "H", "C", "H", "C", "C", "H", "H", "C", "H", "C", "C", "H", "H", "H", "C"],
  "coordinates": [[3.85913, -0.97281, 2.18007], [-1.37921, 2.73487, -0.02642], [-2.68602, 1.02432, -0.17333], [-0.78988, 0.58326, 0.47638], [-3.09544, 3.13490, 0.09983], [2.74291, -1.59310, -0.00267], [2.05935, 1.05108, -0.50767], [1.33567, 1.30122, -2.84886], [1.88740, 2.11154, -0.66118], [-2.36549, 2.70569, -1.44465], [2.87294, 1.47666, 1.39818], [4.88874, -1.23522, 1.90646], [-2.05789, -1.22706, 0.46311], [-1.76792, 0.12342, 0.36489], [1.45670, 0.35125, -2.75041], [-2.37415, 2.47383, -0.38174], [3.97395, -0.10658, 2.83489], [-4.28413, -0.77342, -0.32363], [-4.73852, 1.29195, -0.68909], [1.91262, 0.09863, -1.48825], [2.69996, 0.68187, 0.68436], [-5.21950, -1.15654, -0.70168], [2.86463, -2.63633, 0.25252], [-3.31955, -1.67813, 0.12025], [-3.58578, -2.72201, 0.20526], [-3.97416, 0.56758, -0.44111], [2.13964, -1.24742, -1.18891], [-1.34933, -1.94523, 0.86751], [3.42572, -1.80584, 2.72677], [1.80141, -1.99000, -1.90153], [3.06618, -0.62238, 0.95067]],
  "smiles": "Cc1ccc(O)cc1.Cc1ccccc1",
  "total_charge": 0,
  "homo_lumo_gap_ev": 9.161
}

---

*R*
{
  "formula": "C14H16O",
  "method": "ωB97M-V/def2-TZVPD",
  "elements": ["H", "C", "H", "C", "H", "C", "H", "H", "H", "H", "C", "C", "C", "H", "C", "H", "C", "O", "H", "H", "C", "C", "H", "H", "H", "C", "C", "C", "H", "H", "C"],
  "coordinates": [[-1.95135, 1.20199, 1.04836], [-1.30134, -1.52687, 2.85821], [0.08451, 1.69405, 2.72743], [-0.26661, -2.14308, 3.57885], [3.10112, -0.45984, -1.24311], [1.29824, 1.31806, -2.15733], [0.54207, 3.17613, -2.75331], [-0.07921, -1.71221, -2.48665], [2.69371, -1.39360, -2.70017], [1.59497, -2.11349, 4.35994], [-1.02604, -0.20900, 2.44281], [1.10440, -0.04759, -2.07579], [0.34291, 2.11103, -2.75073], [2.09155, -1.86517, -1.37205], [0.02199, -0.61271, -2.61535], [2.13290, 0.38293, 3.62029], [0.92008, -1.46861, 3.75235], [-1.66464, 2.06415, -4.19220], [-2.76891, -0.15186, 1.03773], [-2.33907, -1.96988, 2.53716], [-0.76106, 1.49242, -3.33931], [0.04748, 0.56367, 2.90116], [-2.88338, 0.94493, 2.59954], [-1.51468, 3.01823, -4.07668], [-1.62708, -0.31196, -3.88398], [-2.21755, 0.48030, 1.78395], [-0.83876, 0.09258, -3.34222], [1.16771, -0.17287, 3.29727], [2.14070, 1.72444, -1.57070], [-0.35378, -3.21180, 3.89075], [2.30911, -0.89438, -1.87624]],
  "smiles": "Cc1ccc(O)cc1.Cc1ccccc1",
  "total_charge": 0,
  "homo_lumo_gap_ev": 9.022
}

---

Least stable = *R*

---

*P*
{
  "formula": "C4H3Br",
  "method": "ωB97M-V/def2-TZVPD",
  "elements": ["C", "H", "C", "Br", "C", "H", "H", "C"],
  "coordinates": [[0.58564, 0.37154, -0.67376], [1.49571, -0.07675, -0.71057], [-2.54548, -0.95834, 0.74945], [1.02984, 2.20156, -0.27284], [-0.12428, -0.27177, 0.55303], [0.87237, -1.17203, 1.21567], [0.10013, 0.33727, -1.68709], [-1.41393, -0.43147, 0.82611]],
  "total_charge": 0,
  "homo_lumo_gap_ev": 8.259
}

---

*Q*
{
  "formula": "C4H3Br",
  "method": "ωB97M-V/def2-TZVPD",
  "elements": ["Br", "C", "C", "H", "C", "C", "H", "H"],
  "coordinates": [[-3.03522, -0.41078, 0.08479], [-1.86058, 0.98492, -0.33172], [0.45356, -0.84816, -0.26304], [1.72397, 0.82225, -0.27975], [0.99277, 0.36711, 0.37686], [-0.30685, 0.21402, -0.30213], [0.79908, -1.70240, -0.68708], [1.23327, 0.57304, 1.40206]],
  "total_charge": 0,
  "homo_lumo_gap_ev": 7.865
}

---

Least stable = *Q*

---

*P*
{
  "formula": "C3H11NO",
  "method": "ωB97M-V/def2-TZVPD",
  "elements": ["H", "N", "O", "H", "H", "H", "C", "H", "H", "H", "H", "H", "C", "H", "H", "C"],
  "coordinates": [[-3.41831, -0.06579, 0.97628], [-1.01879, -1.39419, -0.65586], [-2.57533, 0.35990, 0.78872], [1.36665, 2.36441, 0.05307], [-0.87343, -2.37389, -0.44032], [2.15100, 1.35747, -1.12860], [0.26830, -0.90243, -0.53071], [-2.08115, -0.38848, 0.36216], [0.87264, -1.21286, 1.41475], [0.55074, -1.34835, 0.59082], [-0.26239, 0.74343, 0.69712], [-0.30939, 1.14301, -1.01465], [0.29068, 0.62100, -0.27425], [2.40745, 0.99220, 0.60005], [0.98972, -1.21272, -1.32797], [1.64160, 1.31729, -0.11061]],
  "total_charge": 0,
  "homo_lumo_gap_ev": 8.176
}

---

*Q*
{
  "formula": "C3H11NO",
  "method": "ωB97M-V/def2-TZVPD",
  "elements": ["H", "H", "H", "H", "H", "H", "H", "H", "H", "C", "O", "N", "C", "C", "H", "H"],
  "coordinates": [[-3.70272, 2.49678, 1.20603], [-2.64282, 0.87836, 2.67371], [2.74440, -1.55829, 0.06467], [-3.50385, -0.45817, 1.91705], [1.46604, -1.92817, -1.68470], [2.37595, 0.82707, -1.48518], [1.88373, 0.57967, 0.05468], [4.02617, -1.02750, -1.07625], [-3.33705, 1.15446, 0.14902], [-3.58288, 0.57658, 2.21618], [2.31849, -1.56858, -1.95665], [2.62079, 0.39368, -0.60370], [2.96461, -0.98116, -0.83017], [-3.94506, 1.45077, 1.01312], [-4.98562, 1.31773, 0.75213], [-4.33862, 0.64846, 2.98570]],
  "smiles": "NCO.CC",
  "total_charge": 0,
  "homo_lumo_gap_ev": 10.252
}

---

Least stable = *P*

---

*P*
{
  "formula": "C3H11NO",
  "method": "ωB97M-V/def2-TZVPD",
  "elements": ["H", "C", "C", "H", "H", "H", "N", "H", "H", "H", "C", "H", "O", "H", "H", "H"],
  "coordinates": [[-1.77715, -2.44609, -0.52612], [0.41600, 0.78201, 1.35579], [1.32197, -0.18735, -0.58410], [-0.59310, -1.81595, 0.16947], [-1.80314, 0.26862, -0.91596], [1.87505, 0.74942, -0.62598], [0.00105, 0.06744, 0.15492], [-0.44858, 1.21116, 1.88144], [-1.12847, 1.79350, -0.33763], [0.99869, -0.56062, -1.54904], [-0.87398, 0.81681, -0.75414], [0.90383, 0.08183, 2.02687], [-1.32403, -2.46515, 0.29060], [1.85200, -0.92836, 0.00488], [1.00606, 1.68381, 1.14818], [-0.42620, 0.94891, -1.73917]],
  "smiles": "CN(C)C.O",
  "total_charge": 0,
  "homo_lumo_gap_ev": 10.057
}

---

*Q*
{
  "formula": "C3H11NO",
  "method": "ωB97M-V/def2-TZVPD",
  "elements": ["H", "H", "H", "H", "C", "C", "H", "H", "H", "H", "N", "O", "H", "H", "H", "C"],
  "coordinates": [[1.21330, 1.81426, -0.82478], [2.01013, 0.98078, -2.08230], [-1.95911, -1.67616, -0.60085], [-0.70888, -2.58763, -1.20935], [1.10642, 1.45144, -1.87089], [0.17179, -0.81277, -0.94422], [1.01774, -1.23255, -1.43245], [-1.59966, -1.18632, -2.26570], [0.24167, 0.00189, 4.15039], [0.76227, 0.65189, 5.22228], [0.00876, 0.46872, -1.71592], [-0.16787, 0.37322, 4.95004], [0.58096, 2.26058, -2.42322], [-0.80372, 1.09629, -1.49724], [0.20410, -0.72232, 0.24734], [-1.22440, -1.58325, -1.33040]],
  "smiles": "CCNC.O",
  "total_charge": 0,
  "homo_lumo_gap_ev": 8.901
}

---

Least stable = *Q*

---

*P*
{
  "formula": "C3H11NO",
  "method": "ωB97M-V/def2-TZVPD",
  "elements": ["C", "H", "H", "H", "H", "H", "H", "H", "H", "C", "C", "O", "H", "H", "N", "H"],
  "coordinates": [[-0.97182, 1.97667, -0.67683], [-1.44961, 2.61435, -1.53744], [1.15309, -2.40484, -0.39546], [-1.32883, -0.29682, 1.14924], [0.69050, 0.82789, -0.68543], [-0.68255, 2.61745, 0.21789], [0.01122, -1.64958, -1.19195], [-0.01376, -0.25115, 2.36184], [-1.59021, 1.16513, -0.36781], [-0.37292, -0.84722, 1.45958], [0.94108, -1.35409, -0.67468], [0.24474, 1.27401, -1.33879], [-0.54557, -1.96764, 1.59780], [1.67934, -0.93384, -1.32714], [0.65592, -0.46654, 0.48555], [1.57938, -0.30376, 0.92363]],
  "smiles": "CNC.CO",
  "total_charge": 0,
  "homo_lumo_gap_ev": 9.949
}

---

*Q*
{
  "formula": "C3H11NO",
  "method": "ωB97M-V/def2-TZVPD",
  "elements": ["N", "H", "C", "H", "H", "C", "H", "C", "H", "H", "O", "H", "H", "H", "H", "H"],
  "coordinates": [[0.76881, -0.51992, 0.74445], [-0.14464, 2.15771, -3.85792], [1.34057, 0.81080, 1.10483], [2.23660, 0.80884, 0.36909], [-0.60972, -1.96063, -0.77397], [-1.26915, -1.39991, -0.05120], [0.00261, 1.94818, -2.29455], [-0.59902, -0.87435, 1.17579], [-0.52225, -1.35726, 2.18050], [-1.17719, 0.00928, 1.38824], [0.38521, 1.70325, -3.11592], [-2.10159, -2.04156, 0.13998], [0.53309, 1.43076, 0.71835], [1.56435, 1.12986, 2.13393], [1.36282, -1.24578, 0.96816], [-1.77052, -0.59928, -0.82977]],
  "smiles": "CCNC.O",
  "total_charge": 0,
  "homo_lumo_gap_ev": 9.493
}

---

Least stable = *P*

---

*P*
{
  "formula": "C3H4NO2P",
  "method": "ωB97M-V/def2-TZVPD",
  "elements": ["C", "H", "O", "H", "C", "C", "H", "P", "O", "N", "H"],
  "coordinates": [[0.28630, -0.89995, -0.47425], [0.56313, -0.81745, 0.57464], [-2.77797, 1.49859, -0.38243], [0.20634, -1.94719, -0.76439], [-0.97929, -0.20026, -0.69399], [-1.60045, 1.36991, 0.18488], [-1.31756, 2.80434, 1.43223], [-3.30502, 0.41153, -1.55220], [-1.94613, -0.49089, -1.47739], [-0.91499, 1.96831, 1.02095], [1.08274, -0.43298, -1.05967]],
  "total_charge": 0,
  "homo_lumo_gap_ev": [7.904, 6.817]
}

---

*Q*
{
  "formula": "C3H4NO2P",
  "method": "ωB97M-V/def2-TZVPD",
  "elements": ["O", "N", "O", "H", "C", "H", "P", "H", "H", "C", "C"],
  "coordinates": [[2.61642, -0.10157, 0.39939], [-0.98702, 1.00700, 0.62961], [-1.54370, -0.17844, 0.10393], [-1.37044, -1.94381, -0.72208], [1.53565, -0.27871, -0.02817], [-1.79448, 1.54138, 0.94608], [0.09616, 1.88469, -0.42202], [0.58930, 2.57718, 0.69068], [1.01290, -2.14791, -0.82191], [-0.75605, -1.12464, -0.37419], [0.60127, -1.23517, -0.40133]],
  "total_charge": 0,
  "homo_lumo_gap_ev": [7.349, 7.347]
}

---

Least stable = *Q*